82
Properties=species:S:1:pos:R:3:forces:R:3 method="wB97M-V/def2-TZVPD" relative_energy_ev=0.000 multiplicity=4 homo_energy_ev="-6.6 / -6.0" e_lumo_ha="0.012 / 0.000" orbital_gap_ev="6.957 / 6.047" charge=0
V -0.23174 0.83251 1.52246 0.82 0.36 0.51
C -2.03058 1.76649 -5.15138 -0.26 -0.27 0.00
C -2.12061 0.48329 -4.79371 -0.40 0.54 -0.67
C -1.34883 -0.58897 -5.49573 0.39 -0.45 -0.08
C 0.14661 -0.26301 -5.79938 -0.07 -0.23 -0.06
C 0.86799 0.53515 -4.73863 0.06 0.25 -0.06
C 0.92784 1.87053 -4.76937 0.17 -0.55 -0.48
C 0.28088 2.65473 -5.88809 -0.26 0.39 -0.02
C -1.18498 2.27314 -6.27354 0.27 0.35 -0.28
C 1.99509 0.82283 2.47107 1.95 0.68 0.85
H -2.62484 2.54638 -4.68008 0.05 -0.27 -0.02
H -2.87325 0.14284 -4.08306 0.33 0.28 -0.11
H -1.84225 -0.81866 -6.45841 0.13 -0.06 0.32
H -1.37987 -1.51082 -4.89842 -0.08 0.17 -0.12
H 0.66656 -1.22391 -5.92317 -0.10 0.24 -0.07
H 0.19462 0.25765 -6.76554 0.22 -0.24 0.34
H 1.38640 -0.04505 -3.97422 -0.10 0.27 0.02
H 1.53882 2.44083 -4.06654 -0.26 -0.30 0.03
H 0.88257 2.56785 -6.80886 -0.03 0.12 0.30
H 0.26681 3.71698 -5.61448 0.18 -0.18 -0.05
H -1.66106 3.19407 -6.64511 0.15 -0.32 -0.07
H -1.16991 1.55884 -7.10763 -0.15 0.23 0.23
H 1.03623 1.32924 2.73075 0.58 0.04 0.68
H 2.72861 1.64919 2.47112 -0.19 -0.47 0.15
H 2.27326 0.14445 3.29156 -0.69 0.26 -0.09
P 1.88377 -0.14646 0.85117 -1.84 1.02 0.86
P -1.62352 -0.74486 0.69041 -0.70 0.89 -1.69
N 3.01843 0.96427 0.04794 -0.52 -0.33 -0.76
N 2.91132 -1.49642 1.29588 -0.17 -0.34 -0.12
N -2.43196 0.51499 -0.29657 0.63 0.08 -0.45
N -2.96476 -1.70083 1.05869 -0.83 -0.69 0.46
C 0.87685 -0.81290 -0.66243 1.29 -1.15 -1.54
C -0.45278 -1.59440 -0.45106 -0.27 -0.60 -0.27
C 2.90629 2.34797 0.17804 0.52 0.10 -0.96
C 3.67223 2.95027 -0.81134 -0.29 -0.86 0.64
C 4.31746 1.90090 -1.54642 -0.78 -0.45 0.57
C 3.85419 0.69485 -1.03273 0.01 0.91 0.06
C 4.04481 -1.46793 2.12221 -0.32 -0.74 -0.17
C 4.60918 -2.73825 2.14683 -0.81 1.06 -0.47
C 3.82021 -3.57071 1.29286 -0.61 0.86 -0.09
C 2.78122 -2.79624 0.80973 0.59 -0.10 0.12
C -2.29741 1.87782 0.08471 -0.45 -0.55 -0.82
C -2.68365 2.65807 -1.00386 0.44 -0.78 0.30
C -2.94429 1.77909 -2.09747 0.04 -0.81 1.18
C -2.79926 0.47458 -1.62878 0.22 1.18 0.29
C -3.99640 -2.17671 0.22550 0.07 -0.79 0.92
C -4.78849 -3.03997 0.96831 1.08 0.88 -0.02
C -4.26414 -3.06503 2.31411 0.67 0.71 -0.67
C -3.16859 -2.21617 2.35287 -0.76 -0.68 -0.68
H 1.55083 -1.47478 -1.23174 -0.39 0.09 -0.55
H 0.68392 0.07823 -1.28995 0.19 -0.16 0.30
H -0.94161 -1.81508 -1.42108 0.38 0.16 0.30
H -0.26203 -2.58307 0.00502 -0.06 0.35 0.01
H 2.34119 2.77578 0.99456 0.02 0.06 -0.42
H 3.75368 4.01331 -0.98358 0.13 -0.09 0.13
H 5.05339 2.03611 -2.32423 -0.14 -0.13 -0.05
H 4.05976 -0.32128 -1.34195 0.01 0.11 0.15
H 4.29586 -0.55784 2.64907 0.13 -0.18 -0.16
H 5.48519 -3.03465 2.69502 0.07 0.07 0.05
H 4.00970 -4.59968 1.04058 -0.10 -0.07 0.08
H 1.95647 -3.05198 0.15868 0.25 -0.03 0.09
H -2.04555 2.14029 1.12116 -0.47 0.04 -0.36
H -2.78377 3.73383 -1.05186 0.19 -0.12 0.20
H -3.14747 2.07420 -3.10853 -0.33 -0.06 0.33
H -2.87702 -0.47327 -2.14268 0.03 0.16 0.10
H -4.06754 -1.85865 -0.80316 0.02 -0.09 0.12
H -5.64424 -3.58890 0.60331 0.06 0.14 0.01
H -4.66335 -3.65495 3.12662 0.10 0.22 0.01
H -2.52002 -1.88279 3.14956 0.00 -0.16 0.01
C -0.77785 0.04392 3.25676 1.03 0.36 4.14
C -0.56367 -0.05225 4.49346 -1.06 -1.00 -2.93
C -0.49647 -0.29121 5.88812 -0.05 -0.59 1.85
C -1.54640 0.22474 6.70017 0.59 0.17 0.29
C -1.37073 0.36818 8.08256 0.38 -0.48 -0.06
C -0.19114 -0.10553 8.67721 0.19 0.15 -0.17
C 0.79538 -0.77819 7.92192 -0.95 0.12 0.13
C 0.58593 -0.97863 6.55708 -0.27 0.93 -0.48
H -2.49327 0.53144 6.24923 0.52 0.18 -0.08
H -2.13177 0.86927 8.70198 0.36 -0.43 -0.41
H -0.04331 0.03888 9.74810 0.03 0.00 -0.28
H 1.71448 -1.12679 8.41235 -0.58 -0.08 -0.27
H 1.27635 -1.63112 6.00604 -0.20 0.70 -0.04